(1)
C46H48N4P2PtTe2 | ωB97M-V/def2-TZVPD

Summary:
HOMO level   -6.77 eV
Orbital gap   0.260 hartree
E   -3338.854185 a.u.

```
103
Properties=species:S:1:pos:R:3:forces:R:3
Pt 0.759924 0.110982 0.689913 -0.2555 0.1095 -0.5224
Te -3.437377 -0.830734 -1.770024 -0.0965 0.3312 0.0605
C -4.674369 0.875750 -2.127678 0.0226 -0.1326 0.0038
C -5.838822 1.095001 -1.403623 -0.0102 0.0020 -0.0027
C -6.549423 2.269905 -1.611682 -0.0221 -0.0167 0.0050
N -6.181565 3.211852 -2.475060 -0.0214 0.0371 0.0026
C -5.075142 2.986166 -3.179441 0.0176 -0.0151 -0.0304
C -4.299019 1.842835 -3.050838 -0.0198 0.0167 -0.0133
C -1.943826 0.124605 -0.741017 0.4435 -0.4527 0.1646
P -0.316665 0.517940 -1.247746 0.1101 0.1223 -0.2586
C 0.064210 -0.162581 -2.882768 -0.0581 -0.0900 0.0817
C 0.358473 -1.519065 -2.987374 -0.0827 -0.0424 0.0186
C 0.544142 -2.101467 -4.230873 -0.0271 -0.0484 0.1283
C 0.442261 -1.328218 -5.377102 -0.0375 0.0969 -0.0382
C 0.148051 0.025651 -5.280966 0.0254 -0.1078 -0.0462
C -0.045859 0.608624 -4.037685 0.0803 -0.0062 0.1009
C -0.154549 2.323650 -1.480352 -0.0690 -0.0181 -0.0548
C -1.300152 3.096913 -1.635735 0.0283 0.0039 0.0455
C -1.198744 4.471968 -1.799252 -0.0199 -0.0068 0.0102
C 0.047956 5.079604 -1.793599 -0.0048 0.0243 -0.0041
C 1.193662 4.313847 -1.615997 0.0119 -0.0006 0.0046
C 1.094588 2.940603 -1.452871 -0.0538 0.0547 -0.0216
P -1.539043 0.090483 0.961438 -0.1658 0.2309 0.2321
C -2.276230 1.511024 1.832185 -0.0324 -0.1038 0.0386
C -1.553595 2.172227 2.818959 -0.0565 -0.0571 0.0418
C -2.080342 3.296865 3.438872 0.0161 -0.0078 0.0079
C -3.331791 3.768031 3.068900 -0.0039 0.0077 0.0015
C -4.056104 3.115673 2.079053 -0.0109 0.0172 0.0174
C -3.528907 1.992160 1.461979 0.0338 0.0354 -0.0575
C -2.227377 -1.366783 1.810262 0.0379 -0.0630 -0.1294
C -1.762197 -2.616557 1.392902 -0.0541 0.0130 -0.0300
C -2.240641 -3.777329 1.975388 0.0359 0.0058 -0.0113
C -3.193046 -3.702417 2.985729 -0.0122 -0.0118 -0.0015
C -3.665174 -2.467183 3.398229 -0.0089 -0.0019 0.0233
C -3.188005 -1.300018 2.811527 0.0788 0.0027 0.0596
H -6.187142 0.370660 -0.677881 -0.0004 0.0079 0.0161
H -7.458091 2.465142 -1.051368 -0.0030 -0.0084 0.0059
H -4.794843 3.759240 -3.887396 0.0124 0.0010 -0.0040
H -3.409432 1.717673 -3.655726 0.0035 0.0060 -0.0068
H 0.440374 -2.114365 -2.083032 0.0266 0.0031 -0.0458
H 0.786871 -3.154137 -4.298482 -0.0147 0.0149 -0.0174
H 0.597064 -1.779526 -6.348936 0.0016 -0.0043 -0.0115
H 0.067691 0.627716 -6.176809 -0.0020 0.0112 -0.0042
H -0.271362 1.664885 -3.965749 -0.0024 0.0221 0.0047
H -2.270125 2.615585 -1.600947 0.0115 0.0234 -0.0006
H -2.095254 5.067451 -1.919396 -0.0058 0.0025 0.0048
H 0.126918 6.152870 -1.911870 0.0056 0.0044 -0.0071
H 2.165759 4.790369 -1.594729 0.0075 -0.0060 0.0024
H 1.982767 2.342039 -1.286915 -0.0688 0.1287 0.1331
H -0.574579 1.795957 3.090453 0.0524 0.0168 0.0154
H -1.509481 3.813424 4.200300 0.0000 0.0025 0.0072
H -3.739107 4.651640 3.542971 -0.0023 0.0068 0.0040
H -5.026114 3.491243 1.778717 -0.0046 -0.0002 -0.0072
H -4.075417 1.503484 0.664385 -0.0208 -0.0228 -0.0146
H -1.030159 -2.666325 0.591682 0.0121 -0.0107 0.0012
H -1.877344 -4.740240 1.639052 -0.0017 -0.0057 -0.0005
H -3.571288 -4.608029 3.442029 -0.0028 -0.0034 0.0036
H -4.413828 -2.408292 4.177821 -0.0049 0.0086 0.0033
H -3.560570 -0.338999 3.141673 -0.0121 0.0158 -0.0070
C 4.071774 -3.373720 -5.586610 0.0060 0.0135 0.0223
C 3.823707 -2.624501 -4.305622 0.0394 0.0009 -0.0039
C 3.827484 -1.239885 -4.269848 -0.0038 -0.0007 -0.0176
C 3.594338 -0.531170 -3.094385 -0.0005 0.0090 -0.0496
C 3.582059 0.971522 -3.157487 0.0454 -0.0554 0.0178
C 3.356737 -1.233497 -1.907339 -0.0701 -0.0325 0.0439
Te 3.257787 -0.196435 -0.050991 0.2341 0.0108 0.0975
C 3.315646 -2.637190 -1.930711 -0.0040 0.0327 0.0474
C 3.008473 -3.470888 -0.713380 0.0380 0.0013 0.0042
C 3.558207 -3.304747 -3.125502 -0.0432 0.0115 -0.0449
H 4.202229 -2.688287 -6.423300 -0.0017 0.0012 -0.0103
H 3.237953 -4.038920 -5.819611 -0.0119 -0.0108 -0.0111
H 4.969236 -3.990952 -5.513346 -0.0018 -0.0050 -0.0050
H 4.002313 -0.686200 -5.186535 -0.0022 -0.0004 -0.0082
H 3.619603 1.309486 -4.192896 -0.0084 0.0128 -0.0160
H 4.430888 1.399575 -2.620558 -0.0002 0.0064 0.0262
H 2.679241 1.368620 -2.694234 0.1065 -0.0947 -0.1894
H 2.320949 -2.961241 -0.039895 -0.0276 -0.0007 -0.0015
H 3.918560 -3.675071 -0.143147 -0.0274 0.0238 0.0337
H 2.574611 -4.427189 -1.011740 0.0376 -0.0032 0.0012
H 3.523140 -4.390476 -3.134700 -0.0001 -0.0015 -0.0001
C 2.039908 -3.021089 5.086960 -0.0028 0.0032 0.0030
C 0.815621 -2.922496 4.198149 -0.0015 0.0117 0.0168
N 1.060390 -1.886441 3.218314 -0.0362 -0.0937 -0.0037
C 1.659004 -0.707726 3.515598 0.0169 0.0886 -0.0705
N 1.582479 0.257813 2.640285 -0.0717 -0.0227 0.1663
C 2.229195 1.537849 2.906971 0.0151 -0.0632 0.0488
C 2.283069 1.814999 4.397477 0.0013 0.0045 -0.0070
C 2.958828 0.645427 5.083000 0.0271 0.0059 0.0069
N 2.332643 -0.611038 4.692952 -0.0799 0.0202 0.0242
C 2.303797 -1.661057 5.702956 0.0275 -0.0235 -0.0159
H 2.897102 -3.327474 4.484491 0.0023 -0.0079 0.0032
H 1.891023 -3.757842 5.876331 -0.0055 0.0030 -0.0032
H -0.076101 -2.704093 4.800016 -0.0008 -0.0130 -0.0109
H 0.633592 -3.855660 3.667043 0.0023 -0.0013 -0.0021
H 0.501194 -1.863666 2.377958 -0.0090 0.0245 -0.0160
H 1.664857 2.311505 2.384836 -0.0146 0.0119 0.0085
H 3.239629 1.548198 2.481606 0.0111 -0.0174 0.0029
H 1.268236 1.931849 4.788196 -0.0047 0.0056 -0.0015
H 2.831177 2.735005 4.600952 0.0045 0.0044 -0.0024
H 2.878730 0.734531 6.168379 -0.0040 -0.0057 -0.0049
H 4.024398 0.621399 4.829833 0.0008 0.0028 0.0183
H 1.537548 -1.431708 6.454956 0.0120 -0.0024 0.0040
H 3.270139 -1.656586 6.211080 0.0000 0.0027 -0.0029
```
Positions in Å, forces in eV/Å.

=====

(2)
C46H49As2F2N6O5PrS | ωB97M-V/def2-TZVPD

Summary:
HOMO level (spin up / spin down)   -7.56 / -7.53 eV
Orbital gap (spin up / spin down)   0.271 / 0.270 hartree
2S+1   3
E   -8073.550519 a.u.

```
112
Properties=species:S:1:pos:R:3:forces:R:3
Pr 13.010983 13.110248 15.337089 -0.4260 -0.9598 0.3436
N 13.302396 10.931510 18.890896 -1.4366 -1.4176 0.7899
C 12.126841 10.863443 17.957307 0.3101 0.2096 0.7310
O 12.289381 11.919492 17.150114 0.4047 1.3376 -1.9379
C 12.386283 9.514281 17.237187 -0.3348 -0.6666 0.6091
C 12.520251 9.508905 15.735427 -0.8587 0.6467 -0.0365
H 13.115525 11.660581 19.553333 -0.0577 0.6576 0.3409
H 13.295579 10.069670 19.471189 0.1428 0.5828 -0.3555
H 11.673099 8.749542 17.547993 -0.1102 -0.0254 -0.0030
H 13.364993 9.152810 17.608933 -0.4132 0.1615 -0.1795
H 12.757900 8.493607 15.445790 0.1595 -0.1638 -0.3270
H 13.336697 10.169590 15.479686 0.4153 -0.0962 -0.3561
N 8.890348 14.876605 16.825789 -0.1377 0.3601 -0.0937
C 8.223573 13.983650 16.044537 -1.0142 -0.4611 -0.6159
C 9.182597 13.371521 15.293353 -0.0397 -0.4774 -0.0541
N 10.411422 13.863253 15.631157 0.1917 -0.5149 -1.0424
C 10.201191 14.777878 16.517745 0.6160 0.5801 1.5456
C 11.322824 15.379360 17.246355 -1.2021 0.1827 -0.3043
N 12.542166 14.988317 17.016960 0.4517 0.1613 0.4704
C 13.327007 15.698049 17.882142 0.4255 0.4957 0.4689
C 12.561825 16.536009 18.627172 -0.3221 -0.0110 -0.0893
N 11.262701 16.331367 18.219090 0.7909 -0.8876 -0.7596
H 8.460383 15.422427 17.540182 -0.0323 0.2779 0.2566
H 7.127718 13.884430 16.048038 0.8800 0.0499 0.1015
H 9.118742 12.556575 14.588951 -0.2187 0.2151 -0.0876
H 14.399774 15.619952 17.960771 -0.0600 -0.1834 -0.3309
H 12.787126 17.260963 19.372399 0.2448 0.2288 0.3199
H 10.460337 16.829135 18.511803 -0.5731 0.3905 0.2742
C 11.796191 9.237401 12.962140 -0.6452 -0.2413 -0.7919
C 12.438798 10.199389 11.943418 -0.5623 -0.1923 0.1408
As 12.189332 12.121003 12.269484 -0.2869 0.6354 0.3738
C 13.075843 12.708451 10.672624 -0.3652 -1.2194 0.6181
C 14.306953 13.263016 10.794170 1.7129 1.5948 -0.0908
C 14.958067 13.778047 9.655874 -0.0072 -0.6511 0.8387
C 14.387470 13.594796 8.419791 -0.5604 0.2592 -0.5537
C 13.150618 12.937935 8.295749 0.6772 0.0885 0.8942
C 12.536567 12.428434 9.435278 -0.3811 0.5002 -1.1970
C 10.346686 12.584571 11.729200 0.7200 -0.4007 0.3937
C 9.996904 13.900690 11.416462 0.2027 0.0993 -0.1976
C 8.687609 14.223958 11.074118 0.1119 1.0607 -0.7872
C 7.701843 13.247018 11.059428 0.7827 -0.5894 0.5059
C 8.042186 11.960215 11.456968 0.4366 -0.5087 0.2760
C 9.375684 11.611756 11.782360 -1.6922 0.2993 -0.2983
As 11.026943 10.147401 14.525798 0.7264 -0.7367 1.2495
C 10.641794 11.091527 18.562113 -0.7216 -0.7575 -0.5192
C 9.607743 10.115500 18.455801 0.0751 0.9890 -0.1689
C 8.238726 10.441325 18.627523 1.3489 -0.3836 0.2891
C 7.864426 11.721274 19.032738 -0.4114 -0.9093 -0.0653
C 8.839379 12.665383 19.194778 2.2133 -0.0773 -0.2683
C 10.204461 12.379790 18.931152 0.3705 0.2290 0.1138
C 9.575028 8.942854 15.090387 0.3256 -0.5689 0.2659
C 8.338892 9.529772 15.224416 -1.0985 0.1281 -0.1502
C 7.198355 8.821277 15.630908 -0.1645 0.2466 -0.0123
C 7.292648 7.473162 15.924766 1.7484 0.7808 -0.0219
C 8.562605 6.877778 15.892649 0.0901 0.4995 -0.3108
C 9.686521 7.593363 15.483549 -0.1894 0.3602 -0.2005
H 12.472106 8.434227 13.246897 0.1775 0.1405 0.2154
H 10.968897 8.719313 12.458146 0.0120 0.1442 0.1574
H 12.079913 9.973633 10.944880 -0.0722 0.0179 -0.2313
H 13.514911 10.090582 11.910739 0.2975 0.1016 0.1547
H 14.770533 13.444755 11.773860 -0.3793 -0.1860 -0.5005
H 15.895665 14.304453 9.792266 -0.0124 -0.0671 -0.1780
H 14.862330 14.018646 7.538822 -0.0767 -0.0870 0.0672
H 12.663079 12.891273 7.349885 -0.1538 -0.3065 -0.6150
H 11.601493 11.878507 9.337728 0.0508 0.2387 0.0812
H 10.783538 14.656136 11.382569 -0.2258 -0.0756 0.0307
H 8.437048 15.249444 10.695962 0.3441 -0.9947 0.6192
H 6.705246 13.469653 10.753625 -0.5490 0.1713 -0.0968
H 7.283719 11.186775 11.541265 0.0016 0.0989 -0.1770
H 9.577777 10.587353 12.078461 0.0869 0.1054 -0.1314
H 9.873954 9.113600 18.130433 -0.2319 0.1045 0.1045
H 7.531770 9.636835 18.472998 -0.1981 0.1619 0.0495
H 6.832438 11.967371 19.262800 0.0228 -0.0935 -0.1874
H 8.595727 13.658502 19.496698 -0.2392 0.5911 0.2693
H 10.973662 13.192917 18.985419 -0.8217 -0.7284 -0.0306
H 8.214088 10.575135 14.991135 0.0327 0.2242 -0.0115
H 6.240405 9.347388 15.755645 0.4918 -0.2471 -0.1957
H 6.472431 6.925342 16.280672 -1.0849 -0.6586 0.2851
H 8.678029 5.854410 16.193062 0.0248 -0.3643 0.0701
H 10.658584 7.118282 15.472237 0.0237 -0.1294 -0.0091
C 14.578579 13.001663 21.098136 0.6108 -0.1873 0.8384
C 15.529712 12.267165 20.219378 1.1065 -0.5873 -0.0524
C 15.805848 12.754400 18.960614 -0.6514 -0.3260 -0.7733
C 16.521941 11.999563 18.029596 0.7277 0.3750 1.2883
C 17.197888 10.857946 18.469852 -0.5372 -0.0706 -0.0040
C 17.018159 10.367763 19.773733 -0.6964 0.4559 0.0322
C 16.153890 11.067921 20.628347 0.0631 0.3932 -0.5720
S 18.169785 9.962509 17.276536 -0.1673 0.3400 0.7373
O 19.523554 9.897791 17.746089 0.0244 -0.2249 0.1980
O 17.440185 8.798115 16.881454 -0.0534 -0.6083 0.2838
N 18.163247 10.969090 16.027436 -0.7154 -0.0283 -0.8339
C 17.324726 10.653356 14.861057 0.5214 -0.5545 0.0289
C 16.982414 11.902643 14.045618 0.2300 -0.2429 -0.6578
C 15.606086 12.284038 14.478159 0.3962 0.8521 -0.3833
O 15.451449 13.320032 15.172788 -0.1293 0.3038 0.6200
O 14.652513 11.547653 14.142457 -0.7756 -0.5065 -0.0923
H 15.130377 13.657749 21.791111 -0.2440 -0.2398 -0.0479
H 14.028685 12.253927 21.673738 -0.2369 0.3542 0.1560
H 13.916760 13.631169 20.526508 -0.3900 0.1262 -0.2097
H 15.256925 13.648730 18.650768 0.3742 -0.2381 -0.1230
H 16.665760 12.373947 17.035749 -0.0792 0.0556 -0.1811
H 17.460071 9.426751 20.100072 0.0555 0.2997 -0.1376
H 15.923717 10.704973 21.622410 0.1466 -0.2054 0.0104
H 19.059364 11.364389 15.885090 0.8216 0.4265 -0.3280
H 16.405310 10.195030 15.279155 0.6055 0.1032 -0.5981
H 17.846907 9.925292 14.215854 -0.3546 0.0835 0.3431
H 16.960927 11.646487 12.959963 -0.0217 0.1563 0.7839
H 17.691137 12.725997 14.201717 -0.1879 -0.2705 0.0229
F 14.141648 15.884215 14.782597 -0.0103 0.2596 0.5218
C 13.062749 15.284909 14.092902 0.3939 -0.0628 0.1122
F 13.657933 15.041429 12.850869 -0.1235 -0.1698 -0.6325
H 12.373589 16.092411 13.909805 -0.4770 0.5682 -0.0936
```
Positions in Å, forces in eV/Å.